1.
Density functional theory data (ωB97M-V/def2-TZVPD) for a cluster of 2 separate species, Cl2H3PSi in total.

Cartesian coordinates (Å):
Si 0.7706 -0.0226 -0.2460
P -0.8282 0.3162 1.2503
Cl 1.9363 -1.6842 -0.4296
Cl 1.7968 1.6955 -0.5546
H -0.8336 0.4432 -2.2631
H -1.0750 -0.7939 2.0871
H -1.7670 0.0457 0.1559

Computed properties:
frontier orbital gap (spin up / spin down) = 7.9797 / 7.3602 eV
2S+1 = 1
energy relative to the best compared isomer or geometry (same formula, charge and spin) = 85.7 kcal/mol

natural (NBO) population analysis, charges in e, atoms 1 to 4:
1. Si 1.013
2. P -0.172
3. Cl -0.334
4. Cl -0.347

=====

2.
Density functional theory data (ωB97M-V/def2-TZVPD) for a cluster of 2 separate species, Cl2HN in total.

Cartesian coordinates (Å):
N 0.3987 0.0193 0.4769
Cl -1.9192 -0.9623 -0.1041
Cl 0.5680 1.4747 -0.1383
H 0.9524 -0.5317 -0.2345

Computed properties:
frontier orbital gap (spin up / spin down) = 7.5245 / 9.0845 eV
2S+1 = 1
energy relative to the best compared isomer or geometry (same formula, charge and spin) = 42.1 kcal/mol

Okay, here come the natural (NBO) numbers, in e, for every atom:
1. N -0.487
2. Cl -0.143
3. Cl 0.285
4. H 0.346

=====

3.
Density functional theory data (ωB97M-V/def2-TZVPD) for a cluster of 2 separate species, Cl2HN3 in total.

Cartesian coordinates (Å):
N 0.2859 0.5604 -1.0524
N -1.8430 0.2836 -0.5599
N 0.9986 0.2087 -0.2215
Cl -2.1664 -0.3226 0.8144
Cl 1.2636 -1.5008 0.4408
H 1.4614 0.7706 0.5786

Computed properties:
frontier orbital gap (spin up / spin down) = 8.0561 / 8.1782 eV
2S+1 = 1
energy relative to the best compared isomer or geometry (same formula, charge and spin) = 67.9 kcal/mol

natural (NBO) population analysis, charges in e, atoms 1 to 4:
1. N -0.022
2. N -0.317
3. N -0.204
4. Cl 0.336

=====

4.
Density functional theory data (ωB97M-V/def2-TZVPD) for a structure of composition Cl2HNOS.

Cartesian coordinates (Å):
N -0.4435 1.2230 0.4992
O -0.9829 -0.5911 -2.1299
S -0.1930 -0.0635 -0.1909
Cl 1.8524 -0.1865 -0.5473
Cl -0.2410 -1.8937 1.0561
H 0.0081 1.5118 1.3127

Computed properties:
frontier orbital gap (spin up / spin down) = 8.2637 / 8.2642 eV
2S+1 = 1
energy relative to the best compared isomer or geometry (same formula, charge and spin) = 105.0 kcal/mol

natural (NBO) population analysis, charges in e, atoms 1 to 4:
1. N -0.966
2. O -0.452
3. S 1.374
4. Cl -0.158

=====

5.
Density functional theory data (ωB97M-V/def2-TZVPD) for the molecule Cl2HNOS.

Cartesian coordinates (Å):
N 0.1824 -0.7935 -0.4132
O 4.1187 1.3961 -0.6645
S 3.6278 0.6447 0.4493
Cl 4.4981 -1.1464 0.2737
Cl 1.4297 0.2925 -0.6050
H -0.7502 -0.4662 -0.0894

Computed properties:
frontier orbital gap (spin up / spin down) = 8.9644 / 7.3279 eV
2S+1 = 1
energy relative to the best compared isomer or geometry (same formula, charge and spin) = 57.2 kcal/mol

natural (NBO) population analysis, charges in e, atoms 1 to 4:
1. N -0.587
2. O -0.835
3. S 1.051
4. Cl -0.208

=====

6.
Density functional theory data (ωB97M-V/def2-TZVPD) for a cluster of 2 separate species, Cl2HNS in total.

Cartesian coordinates (Å):
N 0.0576 -0.5273 -0.5848
S -1.0433 -1.4037 -1.0192
Cl -3.4014 0.8330 -1.5206
Cl -2.1157 -1.8975 0.6564
H 0.4212 -0.6137 0.3583

Computed properties:
frontier orbital gap (spin up / spin down) = 9.1309 / 5.4098 eV
2S+1 = 1
energy relative to the best compared isomer or geometry (same formula, charge and spin) = 38.4 kcal/mol

natural (NBO) population analysis, charges in e, atoms 1 to 4:
1. N -0.889
2. S 0.958
3. Cl -0.263
4. Cl -0.205

=====

7.
Density functional theory data (ωB97M-V/def2-TZVPD) for a cluster of 2 separate species, Cl2HNS in total.

Cartesian coordinates (Å):
N -3.1587 -0.0217 0.6201
S -1.8136 0.2130 1.4030
Cl -3.7421 1.2421 -0.6004
Cl -3.5571 -1.5089 -0.2164
H -0.2894 -0.9809 -0.3594

Computed properties:
frontier orbital gap (spin up / spin down) = 7.8560 / 8.2131 eV
2S+1 = 1
energy relative to the best compared isomer or geometry (same formula, charge and spin) = 111.8 kcal/mol

natural (NBO) population analysis, charges in e, atoms 1 to 4:
1. N -0.615
2. S 0.382
3. Cl 0.079
4. Cl 0.173

=====

8.
Density functional theory data (ωB97M-V/def2-TZVPD) for a structure of composition Cl2HNS.

Cartesian coordinates (Å):
N -0.1447 -0.3107 -0.4294
S 1.0351 -0.4677 0.6658
Cl -1.3092 1.8131 0.0201
Cl -1.4859 -1.2901 -0.1941
H 1.9047 0.2553 -0.0625

Computed properties:
frontier orbital gap (spin up / spin down) = 8.4822 / 6.8777 eV
2S+1 = 1
energy relative to the best compared isomer or geometry (same formula, charge and spin) = 58.6 kcal/mol

natural (NBO) population analysis, charges in e, atoms 1 to 4:
1. N -0.560
2. S 0.449
3. Cl -0.243
4. Cl 0.226

=====

9.
Density functional theory data (ωB97M-V/def2-TZVPD) for the molecule Cl2HOPS.

Cartesian coordinates (Å):
O 0.5042 -0.8873 -0.7423
P 0.0085 0.3823 0.1141
S 0.9812 0.5038 1.8783
Cl -1.9758 0.0456 0.2500
Cl 0.3260 1.7810 -1.1213
H 0.1560 -1.8256 -0.3789

Computed properties:
frontier orbital gap = 9.3902 eV
2S+1 = 1
structure (SMILES) = OP(=S)(Cl)Cl
energy relative to the best compared isomer or geometry (same formula, charge and spin) = 14.5 kcal/mol

natural (NBO) population analysis, charges in e, atoms 1 to 4:
1. O -1.003
2. P 1.364
3. S -0.517
4. Cl -0.230

=====

10.
Density functional theory data (ωB97M-V/def2-TZVPD) for the molecule Cl2HPS.

Cartesian coordinates (Å):
S -1.2975 0.8336 0.5235
P 0.4327 -0.4002 0.9782
Cl 1.8690 0.8801 -0.5798
Cl 0.2452 -2.0326 -0.1849
H -1.2494 0.7191 -0.7370

Computed properties:
frontier orbital gap = 8.9113 eV
2S+1 = 1
structure (SMILES) = SP(Cl)Cl
energy relative to the best compared isomer or geometry (same formula, charge and spin) = 14.3 kcal/mol

natural (NBO) population analysis, charges in e, atoms 1 to 4:
1. S -0.245
2. P 0.774
3. Cl -0.428
4. Cl -0.242

=====

11.
Density functional theory data (ωB97M-V/def2-TZVPD) for the molecule Cl2N3P3.

Cartesian coordinates (Å):
N -0.7533 -0.9767 2.8497
P -0.3251 -0.1547 1.7167
N 0.6665 1.0837 1.3660
P 1.1062 1.8852 -0.0279
N 0.5743 0.9016 -1.1649
P -0.0974 -0.6089 -0.8868
Cl -1.9572 -0.4333 -1.5410
Cl 0.7861 -1.6968 -2.3118

Computed properties:
frontier orbital gap (spin up / spin down) = 7.2445 / 7.2448 eV
2S+1 = 1
structure (SMILES) = N#P1N=PN=P1(Cl)Cl
energy relative to the best compared isomer or geometry (same formula, charge and spin) = 12.6 kcal/mol

natural (NBO) population analysis, charges in e, atoms 1 to 4:
1. N -0.897
2. P 1.584
3. N -1.365
4. P 1.434

=====

12.
Density functional theory data (ωB97M-V/def2-TZVPD) for the ion Cl2NO2S with charge -1.

Cartesian coordinates (Å):
N 0.5204 -0.5908 -1.6624
O -2.1426 0.9811 0.6294
O -0.1282 0.8321 2.1345
S -0.9460 0.2605 1.0770
Cl 1.7080 -1.9493 -1.6896
Cl 0.9884 0.4665 -0.4889

Computed properties:
frontier orbital gap (spin up / spin down) = 6.8094 / 6.8086 eV
2S+1 = 1
charge = -1
energy relative to the best compared isomer or geometry (same formula, charge and spin) = 19.9 kcal/mol

natural (NBO) population analysis, charges in e, atoms 1 to 4:
1. N -0.757
2. O -0.911
3. O -0.934
4. S 1.590